Record 1
28
Properties=species:S:1:pos:R:3:forces:R:3:lowdin_charge:R:1 method="wB97M-V/def2-TZVPD" total_energy_ha=-666.36180 de_lowest_kj_mol=305.7 smiles="CC1=C(C#N)[C@H](C(C)C)[C@]1(C#N)C(N)=O" fmax_ev_per_a=4.67 orbital_gap_ev=10.36
C -0.096727 -3.056307 -0.838021 -2.61 -1.47 3.45 0.0131
C -0.314347 -1.713244 -0.338929 1.08 0.79 0.70 -0.1150
C -1.263982 -0.988821 0.221485 0.37 0.50 -0.11 -0.1585
C -2.642900 -1.117953 0.245485 -4.43 0.20 -0.85 -0.1527
N -3.802498 -1.033512 0.077849 2.59 -0.61 0.75 0.1775
C -0.375287 0.149160 0.685958 -2.11 0.52 1.05 -0.1561
C -0.607717 1.456881 -0.107014 -0.65 -0.71 4.27 -0.3705
C -2.068320 1.858553 0.170542 0.14 0.43 -1.07 -0.0434
C 0.368505 2.492494 0.350701 1.10 0.19 -3.07 -0.0492
C 0.776524 -0.717066 0.213376 -1.66 -1.09 -2.02 -0.2709
C 1.408342 -1.309908 1.311657 1.00 0.54 -0.52 -0.1869
N 2.125220 -1.616536 2.132905 1.10 -1.04 1.92 0.2113
C 1.625664 -0.140861 -0.888048 3.08 -0.62 2.32 -0.4851
N 2.896644 0.200509 -0.456286 -0.26 -0.40 1.02 0.1847
O 1.289920 -0.069071 -2.024504 -0.89 0.29 -1.48 0.1341
H 0.276674 -3.148972 -1.749375 2.25 0.23 -4.09 0.0314
H -1.063856 -3.668921 -0.975096 1.31 0.86 1.03 0.1344
H 0.637972 -3.466249 -0.103183 -0.72 -0.47 -0.59 0.1169
H -0.474868 0.232610 1.803378 0.50 0.42 -0.92 0.1806
H -0.457723 1.102210 -1.038572 0.23 -0.21 -3.60 0.0908
H -2.275181 1.695843 1.270232 0.03 0.78 -1.12 0.1005
H -2.745497 1.106981 -0.392950 0.82 2.06 0.74 0.0807
H -2.065784 2.981686 -0.192912 -1.05 -2.27 0.91 0.1194
H 0.447232 2.546281 1.350124 0.11 -0.04 3.81 0.0499
H 0.125741 3.468635 0.043774 -0.97 1.38 -0.54 0.0661
H 1.393757 2.465700 -0.027063 -0.01 -0.86 -0.11 0.0867
H 3.344170 -0.086365 0.435691 -1.09 0.23 -0.98 0.1180
H 3.538329 0.376236 -1.181195 0.73 0.39 -0.91 0.0924

=====

Record 2
10
Properties=species:S:1:pos:R:3:forces:R:3:lowdin_charge:R:1 method="wB97M-V/def2-TZVPD" total_energy_ha=-644.46715 de_lowest_kj_mol=202.5 smiles="NC=O.OS" fmax_ev_per_a=4.69 orbital_gap_ev=9.54
N -1.113677 -0.377839 0.087089 -3.04 -0.09 1.69 0.0196
C -0.308549 0.518551 -0.648078 -3.34 -2.63 -1.98 -0.5509
O 0.104124 1.550038 -0.215161 0.77 1.15 0.55 -0.0204
H -1.722690 -1.198351 -0.322011 2.12 2.57 0.47 0.1371
H -1.685613 0.088660 0.906119 1.98 -1.20 -2.07 0.1438
H -0.402540 0.231420 -1.761980 0.97 0.45 1.28 0.1385
O 2.547812 0.618807 0.496345 0.26 2.32 -0.57 -0.5481
S 2.083737 -0.722635 -0.245757 0.01 -1.82 0.80 0.7620
H 1.853927 1.260057 0.197827 0.50 0.17 0.66 0.0022
H 1.495876 -1.100682 0.920255 -0.22 -0.91 -0.82 -0.0839

=====

Record 3
34
Properties=species:S:1:pos:R:3:forces:R:3:lowdin_charge:R:1 method="wB97M-V/def2-TZVPD" total_charge=-1 total_energy_ha=-1727.99537 fmax_ev_per_a=1.07 orbital_gap_ev=7.78
C -1.445948 -4.552036 0.909196 -0.29 0.28 0.23 -0.0658
C -2.100316 -3.710331 1.992355 -0.08 0.09 -0.14 -0.2867
O -1.860925 -2.337798 1.764150 -0.02 -0.02 0.13 -0.1399
C -1.282545 -1.662021 2.863096 0.02 0.04 -0.40 -0.2088
C -1.192086 -0.196903 2.528878 -0.10 -0.32 -0.20 -0.2601
O -0.369041 -0.047398 1.418547 0.32 0.14 0.09 -0.2515
C -0.093009 1.326847 1.105405 0.21 -0.12 -0.51 -0.3017
In 1.656504 1.376362 -0.289962 -0.05 -0.13 -0.03 0.6513
C 2.534006 3.450357 -0.467892 0.34 -0.46 0.04 -0.2570
C 3.839668 3.337316 -1.154224 -0.18 -0.66 -0.53 -0.4126
O 4.092712 2.483438 -1.991348 0.07 0.65 0.34 -0.0406
C 0.861479 0.840684 -2.344690 -0.23 0.68 0.59 -0.7298
Cl 1.418736 -0.640462 -3.117416 0.01 0.02 -0.14 0.5218
C -0.020655 1.575122 -3.027251 0.43 -0.98 -0.13 -0.8622
C -0.554494 1.323056 -4.402226 0.32 0.62 0.19 -0.1719
Cl -0.702626 2.995827 -2.268160 -0.09 0.28 0.19 0.6141
H -0.466587 -4.893738 1.211053 0.30 -0.10 -0.06 0.0671
H -1.357455 -3.925962 0.033105 0.11 0.07 -0.33 0.0789
H -2.081174 -5.393675 0.666939 0.00 -0.38 -0.07 0.0617
H -1.747344 -4.000750 2.978561 0.11 -0.07 0.25 0.1054
H -3.178013 -3.871088 1.982601 -0.24 -0.01 0.01 0.1085
H -1.894976 -1.818725 3.752436 -0.05 0.07 0.28 0.1184
H -0.272280 -2.032817 3.036969 0.19 -0.19 0.13 0.1299
H -2.202099 0.173619 2.328449 -0.18 0.24 -0.01 0.1260
H -0.773141 0.339909 3.383711 -0.03 0.14 0.27 0.1186
H 0.110084 1.888502 2.020056 0.10 0.04 0.29 0.0295
H -0.986293 1.766930 0.659302 -0.20 0.14 -0.09 0.0263
H 2.906583 0.247723 0.251674 -0.13 0.10 -0.08 -0.0741
H 2.630587 3.964639 0.485408 0.02 0.28 0.05 0.0223
H 1.911677 4.041416 -1.133408 -0.39 0.07 -0.08 0.0216
H 4.618921 4.098716 -0.937348 0.13 -0.03 0.18 0.0974
H -1.473455 0.751328 -4.380172 -0.23 -0.20 -0.08 0.0733
H 0.208091 0.821591 -4.977488 0.05 -0.41 -0.21 0.0387
H -0.734588 2.280322 -4.880306 -0.23 0.13 -0.16 0.0519

=====

Record 4
15
Properties=species:S:1:pos:R:3:forces:R:3:lowdin_charge:R:1 method="wB97M-V/def2-TZVPD" total_energy_ha=-287.59935 de_lowest_kj_mol=612.0 fmax_ev_per_a=0.88 orbital_gap_ev="8.24 / 8.24"
C -1.305739 -0.141175 -0.840337 0.07 0.00 0.07 -0.0467
C 0.997444 0.957962 -1.095547 -0.02 -0.03 0.01 -0.0577
N -0.071038 -0.331441 2.313162 0.06 -0.11 -0.30 -0.0019
C 0.097568 0.054420 -0.282057 0.05 -0.17 -0.17 -0.4012
C 0.687069 -0.946923 0.510871 -0.55 0.39 0.57 -0.1593
O -0.170810 -1.502915 1.375620 0.26 0.24 -0.26 -0.1854
H -0.505456 -0.710317 3.165011 0.05 0.01 -0.14 0.0337
H -0.170577 0.492007 0.950048 0.08 -0.25 0.12 0.1953
H 1.735126 -0.904185 0.808243 -0.02 -0.05 -0.02 0.1268
H 1.098949 0.586191 -2.118509 -0.01 0.01 0.05 0.0839
H 1.993694 1.041958 -0.658230 -0.04 -0.02 0.00 0.0796
H 0.570350 1.961205 -1.154582 0.01 -0.05 0.01 0.0834
H -1.912558 -0.759158 -0.181842 0.04 0.02 0.00 0.0811
H -1.248280 -0.622186 -1.820626 0.01 0.03 0.05 0.0856
H -1.795741 0.824556 -0.971225 0.03 -0.03 0.01 0.0827

=====

Record 5
9
Properties=species:S:1:pos:R:3:forces:R:3:lowdin_charge:R:1 method="wB97M-V/def2-TZVPD" total_energy_ha=-2345.67659 fmax_ev_per_a=2.29 orbital_gap_ev=7.57
Cu -1.621751 4.627417 -1.974705 1.22 -1.83 0.64 0.4114
Cl -0.260853 2.589377 -1.268008 -1.22 1.81 -0.65 -0.3134
C 0.182273 -0.733151 -0.102494 -0.83 0.39 0.02 0.0071
N 0.372076 -1.446499 1.192046 0.36 0.81 -0.95 -0.4655
O 1.040525 -2.451586 1.127922 0.05 -0.52 0.46 0.0583
O -0.079821 -0.928877 2.182189 -0.17 -0.20 0.63 0.0711
H -0.593786 0.019830 -0.003002 -0.04 -0.09 0.25 0.0449
H -0.134686 -1.481308 -0.820026 0.44 0.04 -0.23 0.0960
H 1.096022 -0.195200 -0.333923 0.19 -0.40 -0.17 0.0899

=====

Record 6
22
Properties=species:S:1:pos:R:3:forces:R:3:lowdin_charge:R:1 method="wB97M-V/def2-TZVPD" total_charge=+2 total_energy_ha=-901.65476 de_lowest_kj_mol=9.0 fmax_ev_per_a=7.04 multiplicity=3 orbital_gap_ev="5.97 / 6.21"
C -0.553647 -1.363059 -1.033165 1.01 -0.03 0.44 -0.3500
C -0.456909 0.696387 0.269205 3.14 -4.45 -4.46 -0.5713
C 1.663042 -0.547170 -0.463127 -2.10 2.71 2.58 -0.3162
N 0.810799 -1.243310 -1.215362 0.64 -2.51 -3.66 0.2136
N -1.121521 -0.468870 -0.313072 -0.58 2.66 1.58 0.1552
N 0.971943 0.234571 0.433022 0.87 0.27 0.93 0.1590
N -1.196611 -2.389069 -1.507335 -0.98 -0.40 -0.93 0.2656
N -0.392553 1.677360 -0.685351 0.51 2.50 0.81 0.1265
N 2.965256 -0.662996 -0.522903 0.85 1.58 0.67 0.2716
N -1.498736 1.724677 3.414026 0.05 0.22 -0.91 -0.3321
S -1.922360 1.482509 1.816884 -1.22 1.60 2.59 0.8200
H 1.153089 -1.643462 -2.138101 -0.38 0.41 1.80 0.2302
H -2.090795 -0.283853 -0.234288 -1.43 -1.13 -0.05 0.1373
H 1.340414 1.019888 0.974861 1.35 -1.13 -0.10 0.1668
H -0.729835 -3.208714 -1.876296 -0.22 0.11 -0.08 0.1612
H -2.214952 -2.279358 -1.591537 0.66 -0.66 0.02 0.1743
H -1.072028 1.849639 -1.405455 -0.52 0.03 0.13 0.1242
H 0.013524 2.533055 -0.266262 -0.55 -0.26 -0.90 0.1309
H 3.556174 0.060816 -0.108015 -0.67 -0.13 0.60 0.1676
H 3.497955 -0.958303 -1.299510 -0.05 -1.31 -1.31 0.1392
H -1.111524 2.653199 3.529530 -0.67 0.04 0.74 0.0480
H -1.610726 1.116064 4.222250 0.29 -0.11 -0.50 0.0785

=====

Record 7
90
Properties=species:S:1:pos:R:3:forces:R:3:lowdin_charge:R:1 method="wB97M-V/def2-TZVPD" total_charge=-2 total_energy_ha=-7251.39143 de_lowest_kj_mol=0.0 fmax_ev_per_a=1.90 orbital_gap_ev=4.94
Pd -0.130264 0.300023 -0.052271 0.34 1.38 0.06 0.3176
N 0.530500 -2.738236 -0.235579 0.02 -0.61 0.24 -0.0024
C -0.037064 -3.787459 0.385338 0.06 0.09 -0.01 -0.1237
C -1.399302 -3.591163 0.341983 -0.03 -0.13 0.05 -0.0798
C -1.558462 -2.376493 -0.337564 -0.16 -0.46 -0.03 -0.1540
N -0.382931 -1.874836 -0.674461 -0.13 0.22 -0.49 -0.0187
H 1.523236 -2.568203 -0.419314 0.04 0.12 -0.12 0.0967
H 0.555422 -4.578358 0.806532 0.11 -0.08 0.03 0.0978
H -2.176597 -4.216136 0.740334 -0.05 -0.10 0.07 0.0771
H -2.455901 -1.859916 -0.613427 -0.04 0.24 0.00 0.0760
Cl -0.219791 1.259726 5.195839 -0.22 0.12 0.23 0.6216
C 0.672061 0.674085 3.827051 0.16 -0.05 0.06 -0.6802
C 2.004906 1.015789 3.686201 -0.06 -0.37 -0.67 -0.1172
C 2.677175 0.466687 2.594028 -0.05 0.24 0.61 -0.0942
C 1.991380 -0.332995 1.704929 -0.22 -0.35 -0.17 -0.1808
N 0.683892 -0.629022 1.834154 0.40 -0.05 1.09 -0.0170
C 0.046216 -0.157328 2.916541 0.23 -0.27 -0.35 -0.1938
H 2.492711 1.667532 4.394983 0.01 0.04 0.04 0.0959
H 3.723882 0.680799 2.439738 0.06 0.01 -0.10 0.0996
H 2.493506 -0.756642 0.839761 -0.07 0.09 -0.05 0.0913
H -0.985371 -0.468387 3.050673 0.02 0.16 -0.07 0.0872
C 1.160135 3.527802 -2.293470 0.00 -0.20 0.14 -0.3064
As -0.100533 2.230361 -1.483469 -0.64 0.46 -0.88 0.6973
C -1.660646 3.421644 -1.470353 -0.11 -0.06 0.03 -0.2697
C -0.451407 1.159097 -3.132913 -0.03 0.06 -0.10 -0.2771
S 0.661081 2.489736 0.574819 0.32 -0.13 0.95 0.1150
H 0.971432 3.668302 -3.357264 -0.06 -0.08 -0.16 0.0188
H 2.159899 3.139318 -2.131557 0.05 -0.01 -0.01 -0.0202
H 1.058537 4.480810 -1.769104 -0.08 -0.17 0.06 0.0137
H -1.638354 4.086629 -2.338732 0.07 -0.14 -0.06 0.0230
H -1.639115 4.025054 -0.557495 0.10 -0.20 -0.13 0.0162
H -2.569658 2.825823 -1.482099 -0.01 -0.02 -0.07 0.0027
H -1.215942 1.663609 -3.725883 -0.02 0.05 -0.04 0.0043
H -0.809280 0.178062 -2.826023 0.02 0.08 -0.02 -0.0112
H 0.472744 1.061764 -3.699441 0.08 0.02 0.06 -0.0051
O -2.626596 0.281153 -0.913389 0.49 -0.27 0.80 -0.3755
C -3.830182 0.541477 -0.355485 -0.12 -0.04 0.13 -0.6914
C -4.408153 -0.618970 0.471114 -0.02 -0.13 0.22 -0.4203
C -5.271076 -1.596594 0.077229 0.06 0.12 -0.08 -0.1293
C -5.621073 -2.494196 1.110290 0.00 -0.24 0.19 -0.2107
C -5.001643 -2.206268 2.281432 0.33 0.28 0.18 -0.4329
S -3.991012 -0.817874 2.140201 -0.31 -0.23 -0.25 1.0540
C -3.800403 1.719058 0.591124 -0.28 0.46 0.02 -0.4955
C -2.757969 2.051882 1.391618 0.14 -0.44 -0.17 -0.1911
C -3.051614 3.120531 2.270710 -0.04 0.06 0.16 -0.1832
C -4.318510 3.578551 2.131088 -0.47 -0.02 -0.19 -0.4334
S -5.179667 2.728729 0.895564 0.54 -0.01 0.27 1.0124
C -4.729726 0.741638 -1.549740 0.26 0.03 -0.34 -0.4510
C -5.991215 1.117782 -1.876343 0.01 0.00 0.24 -0.1624
C -6.206629 1.043661 -3.274635 -0.42 0.17 -0.25 -0.2287
C -5.106705 0.615497 -3.946065 0.43 -0.22 0.02 -0.4138
S -3.762187 0.302985 -2.893676 -0.90 0.18 -0.79 1.0928
H -5.658661 -1.678795 -0.921616 -0.06 0.15 -0.25 0.1110
H -6.316963 -3.307589 0.988729 -0.08 -0.17 -0.02 0.0856
H -5.085984 -2.710752 3.225534 -0.03 -0.14 0.14 0.0437
H -1.803511 1.528342 1.327453 -0.19 0.25 -0.01 0.0398
H -2.340998 3.510698 2.977381 0.14 0.13 0.13 0.0955
H -4.823563 4.359963 2.666800 0.03 0.22 0.12 0.0390
H -6.732514 1.442579 -1.165158 -0.12 -0.01 0.11 0.0805
H -7.145094 1.324346 -3.736040 -0.04 -0.02 -0.10 0.0779
H -5.006845 0.468992 -5.006556 -0.06 0.03 -0.23 0.0384
Cl 2.805326 1.463087 -6.384654 -0.10 -0.01 -0.14 0.6764
C 3.636866 1.147557 -4.884276 0.02 -0.01 0.08 -0.5801
C 3.804788 2.189693 -3.998397 0.07 -0.06 0.01 -0.1313
C 4.447235 1.956792 -2.795648 0.09 -0.01 -0.03 -0.0930
C 4.975105 0.707324 -2.532524 -0.08 0.11 -0.10 -0.1033
C 4.825932 -0.316873 -3.446393 -0.06 0.23 -0.14 -0.5762
Cl 5.604734 -1.817125 -3.126659 0.48 -0.23 0.18 0.7870
C 4.093048 -0.151090 -4.630863 0.26 0.42 0.30 -0.3234
N 3.906789 -1.167703 -5.534517 -0.06 -0.01 -0.58 0.0608
C 3.619555 -2.497302 -5.125371 -0.43 -0.28 0.13 -0.2743
C 4.303198 -3.523312 -5.758661 -0.04 -0.16 -0.08 -0.0687
C 4.126628 -4.837577 -5.368972 0.09 0.04 -0.05 -0.1173
C 3.272568 -5.117227 -4.314062 -0.04 -0.18 0.01 -0.1032
C 2.549075 -4.103344 -3.718596 0.00 0.18 0.00 -0.0289
C 2.673449 -2.771292 -4.123006 0.34 -0.41 -0.36 -0.1807
C 1.838873 -1.724176 -3.505498 0.02 0.69 1.03 -0.0401
C 2.337261 -1.188826 -2.057527 -0.58 0.15 -1.80 -0.7197
O 2.955677 -2.016446 -1.371133 0.45 -0.80 0.92 -0.0761
O 1.996623 -0.039959 -1.791648 0.31 0.40 0.00 -0.0592
H 3.409489 3.163549 -4.244125 -0.07 0.02 0.02 0.0949
H 4.525138 2.741502 -2.060742 0.02 0.10 0.07 0.1052
H 5.503765 0.517051 -1.613532 0.02 -0.09 0.12 0.1082
H 3.477979 -0.874460 -6.402844 0.02 -0.06 0.20 0.0886
H 4.995879 -3.275654 -6.549370 0.13 0.09 -0.05 0.1024
H 4.671165 -5.628265 -5.867762 0.03 -0.05 0.00 0.0861
H 3.160516 -6.135703 -3.965821 -0.05 -0.06 0.01 0.0908
H 1.858276 -4.332796 -2.919758 -0.06 0.03 0.09 0.1135
H 0.845799 -2.117575 -3.273954 -0.05 0.01 -0.11 0.1154
H 1.725358 -0.850154 -4.145902 -0.12 -0.09 0.02 0.0944